1.
Below is a cluster of 6 separate species, C20H32BO17 in total at a distorted geometry, with properties calculated with wB97M-V/def2-TZVPD.

Element x y z (Å)
O 2.72373 0.03016 -1.65351
O 2.62984 -1.23487 0.17674
O -4.26189 -1.46460 -5.18961
O -4.44424 -2.93904 -0.34714
O 3.18372 5.70780 1.47905
O -4.17818 1.41429 0.55550
O 4.10020 4.48587 3.12284
O -2.84608 -4.48274 0.02758
O 4.29150 -0.09284 4.09084
O 2.97815 0.94926 0.40425
O 2.37826 -1.20273 4.60869
O -2.13504 -2.16877 -5.16669
O -3.43714 -3.93052 -2.07394
O 2.56459 1.01364 4.96789
O -2.87157 -0.97074 -6.89107
O -2.10510 0.91721 0.80963
O 4.92692 4.40330 1.02873
C -0.03532 0.06531 1.79901
C 3.00781 -0.20499 4.55100
C -1.26591 0.87925 1.98926
C -4.86948 -2.22588 -1.51532
C 2.80170 0.00602 -0.28737
C -4.10849 -0.43966 3.09965
C 3.66671 1.93016 4.99214
C 4.44148 4.86280 -0.24268
C -3.82550 -0.59019 1.62363
C 2.17719 -2.06967 -0.88376
C -3.19565 -1.52832 -5.70082
C -4.53859 -3.19557 -2.63065
C 4.62393 1.30636 3.99408
C 3.59765 6.05756 0.15481
C -3.50396 -3.84827 -0.71593
C 2.69753 -1.32938 -2.10720
C -3.37927 0.66541 0.97796
C 4.07116 4.82166 1.98447
C -1.44941 -1.06170 -7.05339
C -1.09878 -2.23111 -6.15104
B -0.22838 -1.54382 2.05059
H -1.79461 0.55887 2.85626
H 3.35119 2.92740 4.71472
H -1.25756 -2.01276 1.55129
H 4.17589 6.98346 0.20263
H -4.83242 -1.14928 3.41084
H 3.71264 -1.63035 -2.37743
H 2.58399 -3.07112 -0.78273
H 2.05392 -1.42846 -2.97729
H -0.98746 1.89610 2.16944
H -1.15967 -3.19118 -6.66529
H -0.99791 -0.12641 -6.72078
H -5.92780 -1.98931 -1.45353
H -0.12304 -2.13944 -5.68479
H -4.25245 -2.69534 -3.55544
H -4.73944 -0.85580 1.16688
H -3.12484 -1.37149 1.48696
H 4.07493 1.95272 6.00722
H 2.73589 6.20864 -0.48803
H -5.35692 -3.89326 -2.83230
H 1.08848 -2.12329 -0.84341
H 4.44494 1.65159 2.97585
H 0.27444 0.22282 0.78291
H 3.85690 4.07281 -0.69603
H -3.21211 -0.66640 3.62115
H -1.19300 -1.23016 -8.09485
H 0.67450 0.45703 2.49361
H 5.26910 5.12205 -0.89858
H 0.72250 -2.12109 1.48650
H 5.66930 1.46662 4.24657
H -4.36300 0.56119 3.36313
H -0.14936 -1.85029 3.23885
H -4.30105 -1.29653 -1.58258

Atoms 1-6, force components in eV/Å:
O 0.061 -0.024 -0.025
O 0.378 -0.049 -0.193
O -0.407 0.202 -0.147
O -0.057 -0.168 -0.220
O -0.027 0.081 -0.146
O -2.752 2.560 -1.684

Computed properties:
Charge: -1
Total energy, eV: -56742.6807
2S+1: 1
HOMO-LUMO gap, eV: 6.1436

Here are the natural (NBO) charges for atoms 1 to 5, given in e: number 1, O, carries -0.514; number 2, O, carries -0.452; number 3, O, carries -0.577; number 4, O, carries -0.495; number 5, O, carries -0.485

---

2.
Below is the molecule C4H6O2S at a distorted geometry, with properties calculated with wB97M-V/def2-TZVPD.

Element x y z (Å)
S -0.60403 0.14977 -1.68311
O 1.45364 1.02747 -0.27028
O 0.21244 -0.27153 1.31173
C -1.39179 -0.85269 -0.43436
C 0.16480 1.42681 -0.64756
C 1.27849 -0.25071 0.45044
C -0.96695 -0.88480 0.79264
H 1.37766 -1.10496 -0.31632
H 2.24285 -0.36072 1.04545
H -0.51930 1.58851 0.20605
H -1.39620 -1.29446 1.70410
H -2.23563 -1.54651 -0.89778
H 0.38402 2.37381 -1.26099

Atoms 1-6, force components in eV/Å:
S -0.683 -0.061 -0.437
O -0.928 -1.624 1.561
O -0.941 -0.422 -1.051
C -1.487 -1.077 -3.038
C 0.653 1.467 -1.126
C 3.976 -0.253 -0.890

Computed properties:
Total energy, eV: -19173.1269
2S+1: 1
HOMO-LUMO gap, eV: 9.3251

Here are the natural (NBO) charges for atoms 1 to 5, given in e: number 1, S, carries 0.207; number 2, O, carries -0.539; number 3, O, carries -0.523; number 4, C, carries -0.442; number 5, C, carries -0.229

---

3.
Below is a cluster of 2 separate species, C4H13N4O in total at a distorted geometry, with properties calculated with wB97M-V/def2-TZVPD.

Element x y z (Å)
O -0.18063 0.32840 1.33506
N -0.56240 -1.64029 -0.66888
N 0.08556 2.48239 2.04365
N 1.23310 -0.10454 -0.90223
N 0.07280 -0.80008 -2.72773
C 0.13209 0.83066 3.71315
C -0.08205 1.09993 2.26059
C -0.81030 -1.52038 -3.64569
C 0.26011 -0.87483 -1.41404
H -0.56973 0.10540 4.15839
H 0.65782 -0.07312 -3.17387
H -1.27083 -2.27521 -2.98855
H 0.21630 3.09813 2.82092
H -0.23793 -1.83525 0.28512
H -1.56389 -1.37163 -0.68124
H 0.07946 1.68860 4.35677
H 2.06636 0.24489 -1.33304
H -0.30366 2.80260 1.14558
H 1.14311 0.07013 0.09055
H -1.42480 -0.79989 -4.18118
H -0.11354 -1.98789 -4.39323
H 1.17304 0.53196 3.89991

Atoms 1-6, force components in eV/Å:
O -0.663 -0.810 -0.004
N -0.559 0.029 1.021
N -1.106 -2.067 -1.609
N -0.411 -0.952 1.222
N 1.090 1.625 -0.536
C 0.097 -1.397 1.142

Computed properties:
Charge: +1
Total energy, eV: -12361.7807
2S+1: 1
HOMO-LUMO gap, eV: 11.1838

Here are the natural (NBO) charges for atoms 1 to 5, given in e: number 1, O, carries -0.693; number 2, N, carries -0.799; number 3, N, carries -0.826; number 4, N, carries -0.778; number 5, N, carries -0.530

---

4.
Below is the molecule C4H8O3, with properties calculated with wB97M-V/def2-TZVPD.

Element x y z (Å)
O -0.23474 -0.99097 -0.61919
O 2.23287 -0.90219 0.29691
O -1.54495 0.59628 0.30885
C -0.34148 0.10120 -0.02525
C -2.65662 -0.23970 0.00108
C 2.01171 0.49265 -0.34647
C 0.79333 0.86291 0.40928
H -3.53060 0.27612 0.40100
H 1.58536 -0.41525 1.07414
H 2.90642 1.07184 -0.11853
H -2.75698 -0.37576 -1.07944
H -2.54298 -1.22090 0.46953
H 1.92807 0.27870 -1.41676
H 0.65949 1.85982 0.81242
H 1.49113 -1.39474 -0.16758

Atoms 1-6, force components in eV/Å:
O -0.007 0.313 0.155
O -0.209 -0.028 0.106
O 0.158 0.005 -0.039
C 0.174 -0.145 0.017
C -0.222 -0.138 -0.031
C 0.018 0.080 -0.026

Computed properties:
Total energy, eV: -10417.6801
2S+1: 1
HOMO-LUMO gap, eV: 9.2634

Here are the natural (NBO) charges for atoms 1 to 5, given in e: number 1, O, carries -0.743; number 2, O, carries -0.715; number 3, O, carries -0.503; number 4, C, carries 0.749; number 5, C, carries -0.259

---

5.
Below is a structure of composition C71H67N8O4P4ReSSe2 at a distorted geometry, with properties calculated with wB97M-V/def2-TZVPD.

Element x y z (Å)
Re 0.53068 0.76828 0.43888
Se -5.89067 0.19546 -2.91568
Se 0.70497 0.69915 -2.09023
S 5.81827 -5.19186 -1.18058
P 1.32331 -1.58785 0.57465
P -1.44597 0.63992 -2.51742
P -5.30459 -0.04250 -0.90173
P 3.59909 -0.44546 -0.80806
O 1.27529 3.50665 -1.35756
O 0.04590 0.69999 2.28423
O -1.96110 2.34826 1.63855
O -1.22109 6.79993 0.32519
N -3.29404 -0.72624 0.71758
N 2.28099 1.79612 1.33294
N -1.38700 -0.02508 0.03621
N -2.03231 -0.62932 1.02338
N 3.60527 2.75487 2.78253
N -0.23990 2.80483 0.21811
N 2.81573 -1.83709 -0.19629
N -0.12065 5.05641 -0.57473
C -1.15237 5.00319 2.71178
C -7.41504 3.13187 0.49372
C 2.87179 -2.29442 4.29867
C -2.26598 0.23722 -0.97803
C 3.07876 -1.77980 -4.66425
C -3.51363 -0.17703 -0.50696
C -3.77775 4.46700 -0.09808
C -5.96879 -1.56973 -0.18599
C 1.43452 1.18471 6.13085
C -1.61821 -0.66405 -3.75222
C 4.62242 -5.24579 0.18215
C 0.33239 -4.21203 0.61455
C 0.29857 -2.96904 -0.02542
C -5.36780 1.50203 1.44403
C 4.67852 0.04082 -3.31725
C -1.96048 2.19488 -3.24731
C 7.74335 -1.01013 1.15979
C 1.79115 1.41416 3.75457
C 2.54524 1.93379 2.63225
C 1.74595 -2.68036 5.00936
C -1.64372 4.65371 1.29051
C 2.76273 -1.95774 2.95423
C 5.28730 -0.66644 -0.13246
C -5.90850 2.48797 2.25483
C -1.03377 2.90762 -4.01695
C -2.71431 -1.51248 -3.78269
C 4.77965 -0.08380 -4.69547
C -5.86942 1.31758 0.15356
C 0.36507 3.75309 -0.59072
C 1.52500 -1.99972 2.32636
C -2.83464 -2.44738 -4.80186
C -0.61347 -0.78164 -4.71979
C -3.26788 2.65014 -3.12113
C -0.73350 -1.72489 -5.72584
C 6.36616 -1.23354 -0.80698
C -3.16212 4.85890 1.23444
C 3.22386 2.55572 0.65197
C -3.65522 3.80865 -3.77941
C 4.08465 -3.89052 0.63487
C 3.79229 -0.75884 -2.59359
C -0.31353 0.58725 4.59289
C 5.45697 -0.27178 1.19718
C -5.72944 -2.75933 -0.86978
C -6.92844 3.30413 1.78181
C -1.15448 -3.90767 -1.71118
C -1.31879 3.17917 1.03519
C -1.42866 4.06694 -4.66259
C 2.97138 -1.64881 -3.28645
C 3.36451 -3.18512 -0.50494
C -6.90431 -3.97641 0.83792
C -6.89039 2.13652 -0.32001
C 4.04563 3.15169 1.54193
C -6.68643 -1.58648 1.00361
C -1.84834 -2.55422 -5.77054
C 0.50266 -2.70697 4.38510
C 0.52661 0.89190 3.52055
C -0.99983 5.61082 0.32127
C -0.44892 -2.83146 -1.19049
C -0.37133 -5.28754 0.09518
C 2.24743 1.52804 5.07256
C 0.38344 -2.34787 3.05320
C -7.15774 -2.79162 1.51087
C -1.11852 -5.13506 -1.06634
C 0.13263 0.73656 5.88514
C 3.98940 -1.00523 -5.37025
C -6.19000 -3.95979 -0.35582
C 7.58936 -1.39584 -0.16419
C -2.74008 4.51355 -4.54558
C 7.30907 -4.82578 -0.22732
C 6.66945 -0.45184 1.84466
C 0.35609 4.88569 2.90984
H 3.64639 -1.67580 2.39322
H 3.22634 2.61178 -0.41700
H 0.90642 -4.34262 1.52300
H -3.36820 5.05853 -0.92182
H -0.37861 -2.99582 4.94451
H 5.28905 0.77611 -2.80310
H -1.30908 0.22853 4.35974
H -7.26910 -4.91499 1.23751
H -0.71401 4.62423 -5.25473
H 0.90501 5.55105 2.23771
H 4.62305 0.17465 1.73216
H -1.72833 -3.78207 -2.62117
H -1.67304 -5.97479 -1.46705
H 2.23495 -2.23673 -2.75015
H -3.04711 5.41849 -5.05541
H 3.97308 3.06218 3.66535
H 8.69576 -1.14498 1.65793
H 3.83976 -2.27021 4.78384
H -1.94447 -3.28660 -6.56266
H -7.72331 -2.80147 2.43458
H 0.69661 3.86307 2.73062
H 4.06060 -3.07031 -1.33147
H 7.17672 -3.93098 0.38162
H -7.27261 1.98536 -1.32139
H 7.58040 -5.67216 0.40334
H 0.25802 -0.13856 -4.69060
H -0.00774 2.57139 -4.09249
H -3.70746 -3.08841 -4.83372
H 8.42241 -1.83220 -0.70235
H -5.52896 2.61992 3.26043
H -0.45749 -1.88726 -1.71207
H 4.08316 -1.11748 -6.44309
H 2.56036 -3.82864 -0.86274
H -8.20912 3.76708 0.12087
H 6.78128 -0.15114 2.87960
H -4.67635 4.15708 -3.68564
H 1.83269 -2.95772 6.05283
H -0.58997 -2.34395 2.57280
H 4.88764 3.80876 1.40761
H -0.33659 -6.24563 0.59850
H -0.52147 0.49559 6.71346
H 0.62904 5.15239 3.93169
H 0.33748 5.68552 -1.21814
H -3.59365 4.25943 2.03161
H 1.80018 1.27204 7.14568
H -4.85899 4.61438 -0.08737
H -6.88869 -0.66506 1.53303
H -7.34115 4.07772 2.41802
H -3.35217 5.91091 1.45151
H 5.10592 -5.75860 1.01386
H -4.56593 0.87910 1.81713
H -1.47980 6.02238 2.91824
H 3.80288 -5.88271 -0.16015
H 5.47489 0.54118 -5.24218
H 8.11060 -4.64577 -0.94282
H 4.89904 -3.26544 1.01593
H -3.99366 2.10149 -2.53918
H -5.19495 -2.74159 -1.81354
H -3.59443 3.41005 -0.30697
H -1.67286 4.33353 3.39802
H -3.48985 -1.43623 -3.04048
H 3.39131 -4.06341 1.46092
H 0.04044 -1.81134 -6.47889
H -6.00741 -4.88302 -0.89216
H 3.25073 1.88521 5.27494
H 6.25501 -1.57608 -1.82939
H 2.44892 -2.49092 -5.18538

Atoms 1-6, force components in eV/Å:
Re -0.339 0.544 0.787
Se 0.252 -0.150 -0.014
Se 0.399 -0.128 0.643
S 0.065 0.063 0.075
P 0.378 -0.151 -0.203
P -0.331 0.132 0.022

Computed properties:
Charge: +1
Total energy, eV: -275640.1168
2S+1: 2
HOMO-LUMO gap (spin up / spin down), eV: 5.5753 / 6.0146
⟨S²⟩: 0.765

Here are the Mulliken charges for atoms 1 to 5, given in e: number 1, Re, carries 0.844; number 2, Se, carries -0.173; number 3, Se, carries -0.261; number 4, S, carries -0.103; number 5, P, carries 1.861

---

Which value of 2S+1 does entry 2 give?
1